(a)
A 4-piece molecular cluster, C3H11NO3 overall. Source: OMol25; level of theory: ωB97M-V with the def2-TZVPD basis set.

Positions of all 18 atoms, in Å:
C 1.883 -0.524 0.262
C 2.854 0.397 0.303
C 0.633 0.053 -1.578
N 0.669 -0.539 -0.439
H 1.866 -1.247 1.077
H 2.850 1.373 -0.166
H 3.533 0.288 1.138
H -0.152 -0.265 -2.254
H 1.427 0.769 -1.796
H -2.302 -3.164 -1.237
H -2.437 -2.239 -0.032
O -1.822 -2.834 -0.457
H -1.589 2.244 1.154
H -0.772 3.354 0.454
O -0.689 2.568 1.017
H -1.673 -0.105 0.125
H -1.904 -0.067 1.630
O -2.374 -0.063 0.799

Values from the calculation:
* LUMO level: 0.33 eV
* SMILES string: C=CN=C.O.O.O
* orbital gap: 9.63 eV
* spin multiplicity: 1


(b)
A 2-piece molecular cluster, C3H11NO3 overall. Source: OMol25; level of theory: ωB97M-V with the def2-TZVPD basis set.

Positions of all 18 atoms, in Å:
C 1.131 -0.567 -1.005
O 1.336 -1.848 -1.633
C 0.330 -0.698 0.268
C 0.528 0.495 1.209
O -0.596 0.626 2.098
N -1.073 -0.980 0.038
H 2.137 -0.159 -0.905
H 0.640 0.069 -1.750
H 0.519 -2.131 -2.049
H 0.726 -1.556 0.816
H 0.643 1.459 0.768
H 1.406 0.365 1.841
H -1.252 -0.020 1.788
H -1.485 -0.437 -0.702
H -1.272 -1.963 -0.012
H -1.229 2.549 -1.069
H -1.201 2.021 0.443
O -1.286 2.776 -0.146

Values from the calculation:
* LUMO level: 0.48 eV
* SMILES string: NC(CO)CO.O
* orbital gap: 10.70 eV
* spin multiplicity: 1


(c)
A 2-piece molecular cluster, C3H11NO3 overall. Source: OMol25; level of theory: ωB97M-V with the def2-TZVPD basis set.

Positions of all 18 atoms, in Å:
C -1.046 -0.304 -1.122
C -1.064 -1.856 -0.969
O -1.767 -2.143 0.169
N -0.016 0.411 -0.228
C -0.816 0.971 0.922
O 0.149 1.133 1.993
H -0.901 0.128 -2.098
H -2.144 0.025 -0.839
H -0.030 -2.321 -0.917
H -1.549 -2.248 -1.845
H -1.258 -1.846 1.058
H 0.798 -0.251 -0.018
H -0.936 2.106 0.629
H -1.558 0.365 1.428
H 1.038 0.882 1.811
H 2.902 1.065 -0.809
H 3.610 2.178 -1.373
O 3.830 1.531 -0.715

Values from the calculation:
* LUMO level: 0.53 eV
* SMILES string: OCCNCO.O
* orbital gap: 9.97 eV
* spin multiplicity: 1


(d)
A 3-piece molecular cluster, C3H11NO3 overall. Source: OMol25; level of theory: ωB97M-V with the def2-TZVPD basis set.

Positions of all 18 atoms, in Å:
O 1.319 -0.387 -0.637
C 0.908 -0.212 0.493
C 0.194 1.051 0.895
C 0.824 2.367 0.411
N -1.250 0.986 0.451
H 0.724 -1.142 1.108
H 0.320 1.147 1.986
H 0.194 3.236 0.601
H 0.891 2.448 -0.670
H 1.758 2.540 0.889
H -1.787 0.398 1.099
H -1.739 1.924 0.563
H -0.160 -2.713 -0.233
H -1.442 -3.363 0.335
O -0.637 -2.901 0.581
H -0.051 -2.141 -3.326
H 0.355 -1.503 -2.010
O -0.423 -1.735 -2.535

Values from the calculation:
* LUMO level: 0.62 eV
* SMILES string: C[C@@H](N)C=O.O.O
* orbital gap: 10.29 eV
* spin multiplicity: 1


Which structure loses on stability? (c) does.


(a)
A 4-piece molecular cluster, C3H11NO3 overall. Source: OMol25; level of theory: ωB97M-V with the def2-TZVPD basis set.

Positions of all 18 atoms, in Å:
C 0.519 -1.559 1.599
C 1.775 -1.369 1.256
C -1.423 -0.967 0.444
N -0.527 -0.656 1.273
H 0.145 -2.427 2.142
H 2.123 -0.521 0.693
H 2.482 -2.119 1.585
H -2.197 -0.254 0.179
H -1.447 -1.939 -0.058
H 0.148 1.175 1.246
H 0.620 2.623 1.564
O 0.432 2.016 0.842
H -0.731 0.343 -2.205
H -0.508 -1.043 -2.784
O -1.218 -0.429 -2.546
H -0.331 2.840 -2.335
H 0.078 2.223 -0.967
O 0.059 2.065 -1.925

Values from the calculation:
* LUMO level: 0.73 eV
* SMILES string: C=CN=C.O.O.O
* orbital gap: 10.17 eV
* spin multiplicity: 1


(b)
A 3-piece molecular cluster, C3H11NO3 overall. Source: OMol25; level of theory: ωB97M-V with the def2-TZVPD basis set.

Positions of all 18 atoms, in Å:
C 0.721 -0.696 1.717
N 0.713 -0.561 0.332
C 1.372 0.504 -0.412
C 2.021 -0.139 -1.649
O -0.154 -1.441 2.209
H 1.529 -0.108 2.266
H -0.110 -1.077 -0.042
H 2.087 1.180 0.223
H 0.518 1.267 -0.717
H 2.533 0.551 -2.290
H 1.337 -0.764 -2.258
H 2.697 -0.879 -1.210
H -1.950 -1.484 1.021
H -3.090 -0.879 1.450
O -2.862 -1.399 0.702
H -2.378 1.869 -1.165
H -2.837 1.826 0.098
O -2.150 2.229 -0.276

Values from the calculation:
* LUMO level: 0.68 eV
* SMILES string: CCNC=O.O.O
* orbital gap: 10.48 eV
* spin multiplicity: 1


Which structure loses on stability? (a) does.


(a)
A 2-piece molecular cluster, C3H11NO3 overall. Source: OMol25; level of theory: ωB97M-V with the def2-TZVPD basis set.

Positions of all 18 atoms, in Å:
C -1.204 -0.534 -0.161
O -1.527 -0.481 1.221
C -0.171 0.637 -0.433
C 0.250 0.901 -1.877
O 1.145 2.028 -1.775
N 1.034 0.489 0.436
H -2.141 -0.468 -0.705
H -0.643 -1.440 -0.450
H -0.938 -1.170 1.548
H -0.676 1.499 0.002
H 0.648 0.045 -2.444
H -0.619 1.180 -2.502
H 1.112 2.478 -2.627
H 1.318 1.418 0.727
H 1.786 0.229 -0.198
H -0.264 -2.647 3.597
H 0.826 -1.798 2.893
O 0.062 -2.364 2.750

Values from the calculation:
* LUMO level: 0.82 eV
* SMILES string: NC(CO)CO.O
* orbital gap: 10.14 eV
* spin multiplicity: 1


(b)
A 3-piece molecular cluster, C3H11NO3 overall. Source: OMol25; level of theory: ωB97M-V with the def2-TZVPD basis set.

Positions of all 18 atoms, in Å:
C -0.722 1.490 0.962
C -1.907 0.822 0.336
N -1.669 0.047 -0.768
C -0.487 0.025 -1.576
O -3.044 0.914 0.752
H -0.214 0.668 1.528
H 0.048 1.950 0.360
H -0.981 2.055 1.855
H -2.476 -0.418 -1.152
H -0.570 -0.755 -2.325
H 0.472 -0.017 -1.042
H -0.266 1.007 -2.057
H 3.759 -4.502 -2.133
H 3.787 -4.184 -3.530
O 3.161 -4.519 -2.878
H -0.100 1.775 4.557
H 0.527 1.768 3.095
O 0.682 1.874 4.017

Values from the calculation:
* LUMO level: 0.64 eV
* SMILES string: CNC(C)=O.O.O
* orbital gap: 10.21 eV
* spin multiplicity: 1


(c)
A 3-piece molecular cluster, C3H11NO3 overall. Source: OMol25; level of theory: ωB97M-V with the def2-TZVPD basis set.

Positions of all 18 atoms, in Å:
C 0.137 -1.473 -0.497
C 1.379 -0.610 -0.512
N 1.673 -0.002 0.668
C 0.920 -0.032 1.900
O 2.026 -0.471 -1.530
H 0.071 -1.944 -1.474
H -0.809 -0.979 -0.293
H 0.302 -2.231 0.274
H 2.581 0.443 0.730
H 1.572 0.250 2.719
H 0.000 0.554 1.886
H 0.545 -1.031 2.124
H -2.775 0.595 -1.027
H -2.908 -0.005 -2.391
O -2.820 -0.253 -1.454
H -0.455 2.638 -1.076
H -0.408 2.267 0.340
O -1.030 2.284 -0.388

Values from the calculation:
* LUMO level: 0.52 eV
* SMILES string: CNC(C)=O.O.O
* orbital gap: 10.13 eV
* spin multiplicity: 1


Which structure loses on stability? (a) does.